[1]
Formula: C4H7ClO
Source: OMol25
Level of theory: the ωB97M-V functional and the def2-TZVPD basis

XYZ file:
```
13
Properties=species:S:1:pos:R:3:forces:R:3:lowdin_charge:R:1
Cl 2.709 -0.337 -0.137 0.021 0.127 0.562 0.6520
O 0.897 1.572 0.342 0.485 -0.017 -0.230 -0.0187
C 0.150 -0.653 1.074 -0.028 1.116 0.999 -0.0840
C 1.067 0.208 0.297 -0.622 -0.553 -1.667 -0.8608
C -1.244 0.072 -0.738 -1.033 2.252 -0.617 -0.0969
C -0.013 -0.608 -0.418 1.648 -0.996 1.080 -0.3355
H -0.667 -0.104 1.543 0.416 -0.033 0.339 0.1198
H 0.551 -1.424 1.682 0.270 -0.897 -0.012 0.1020
H -1.966 -0.501 -0.195 -1.557 -0.476 -0.981 0.0850
H -1.354 0.433 -1.781 -0.529 -1.122 0.338 0.1013
H -1.313 1.021 -0.203 0.340 0.081 0.177 0.0818
H 0.168 -1.565 -0.895 0.569 0.396 -0.371 0.1368
H 1.015 1.886 -0.571 0.020 0.122 0.384 0.1171
```
Forces are in eV/Å.

The calculated total energy comes out at -18829.8229 eV. As for the charge: 0. For the LUMO energy, the calculation gives 0.803 eV. The relative energy (zero: lowest compared OMol25 entry of this formula, charge and spin) comes out at 1.7057 eV. The structure (SMILES) is C[C@@H]1C[C@@]1(O)Cl.

[2]
Formula: C4H7ClO2
Source: OMol25
Level of theory: the ωB97M-V functional and the def2-TZVPD basis

XYZ file:
```
14
Properties=species:S:1:pos:R:3:forces:R:3:lowdin_charge:R:1
Cl 2.041 -0.182 -1.006 1.052 -0.967 -0.489 0.6414
O -0.420 0.478 -1.587 0.028 -1.329 3.166 -0.2025
O 0.028 1.385 -2.489 -0.456 2.365 -2.884 -0.0579
C -0.004 -0.224 0.768 0.161 1.453 -3.015 -0.3142
C -0.867 -1.434 0.416 2.150 -0.099 0.269 -0.0364
C 0.373 0.309 1.906 1.056 -0.054 -0.568 0.0390
C 0.519 0.589 -0.518 -0.328 -0.767 0.590 -0.6429
H -1.387 -1.771 1.274 -0.708 -0.285 0.833 0.0655
H -0.819 1.799 -2.795 1.016 -0.369 0.304 0.1365
H -0.295 -2.315 0.018 -0.031 0.998 0.464 0.1061
H -1.509 -1.172 -0.372 -1.197 0.363 -0.847 0.0495
H 0.946 1.631 -0.472 -1.591 -0.782 0.725 0.1109
H 0.220 -0.104 2.827 -1.104 -1.490 2.226 0.0337
H 1.174 1.010 2.031 -0.049 0.963 -0.774 0.0712
```
Forces are in eV/Å.

The calculated total energy comes out at -20874.6642 eV. As for the charge: 0. For the LUMO energy, the calculation gives 0.754 eV. The relative energy (zero: lowest compared OMol25 entry of this formula, charge and spin) comes out at 3.9197 eV. The structure (SMILES) is C=C(C)[C@@H](Cl)OO.

[3]
Formula: C4H7ClO2S
Source: OMol25
Level of theory: the ωB97M-V functional and the def2-TZVPD basis

XYZ file:
```
15
Properties=species:S:1:pos:R:3:forces:R:3:lowdin_charge:R:1
Cl 2.010 1.404 1.010 0.508 0.820 -0.297 0.5894
S 2.563 -1.259 -0.172 0.417 1.056 -1.013 0.7033
O -1.289 0.271 0.468 1.036 1.162 0.288 -0.0863
O -0.090 -1.520 1.309 -0.990 1.259 -0.170 0.0336
C 1.632 0.312 -0.294 -3.324 -3.321 2.073 -1.0362
C 1.299 0.853 -1.666 -2.209 1.002 3.199 -0.1575
C -2.624 -0.066 0.986 0.192 0.170 -1.509 0.0003
C -0.240 -0.477 0.729 2.209 -0.137 -1.808 -0.3928
H 0.851 1.844 -1.495 0.566 -0.129 -0.517 0.0886
H 0.610 0.295 -2.240 -1.067 -1.060 0.030 0.0709
H -2.358 -0.774 1.771 -1.165 0.330 0.494 0.0828
H 2.129 0.798 -2.224 3.364 0.712 -2.085 0.0258
H 1.746 -1.975 0.599 -0.447 0.207 0.297 -0.1533
H -3.289 0.895 1.141 1.824 -2.075 0.130 0.1360
H -2.952 -0.602 0.077 -0.914 0.003 0.887 0.0953
```
Forces are in eV/Å.

The calculated total energy comes out at -31710.8305 eV. As for the charge: 0. For the LUMO energy (alpha / beta), the calculation gives 0.253 / 0.253 eV. The relative energy (zero: lowest compared OMol25 entry of this formula, charge and spin) comes out at 2.5905 eV.

[4]
Formula: C4H7ClOS
Source: OMol25
Level of theory: the ωB97M-V functional and the def2-TZVPD basis

XYZ file:
```
14
Properties=species:S:1:pos:R:3:forces:R:3:lowdin_charge:R:1
Cl 0.676 -0.751 2.200 -0.529 -0.016 -0.988 0.6309
S -1.785 1.698 -0.668 -0.051 -0.477 0.850 0.8309
O -1.526 0.965 1.801 -0.218 -0.320 -0.292 -0.0034
C -1.046 0.753 0.726 -0.110 1.487 0.970 -0.7628
C 1.417 0.405 -0.175 -0.440 -1.630 0.656 -0.0853
C 0.125 -0.203 0.518 0.969 -0.128 -0.204 -0.7904
C -0.480 -1.338 -0.318 1.828 1.015 -1.502 -0.0992
H -1.011 -0.860 -1.164 0.260 -0.273 0.334 0.0712
H 1.521 -0.083 -1.149 -0.097 0.464 -0.068 0.0756
H -0.694 1.672 -1.388 0.672 -0.060 -0.786 -0.1665
H 2.321 0.086 0.401 -0.889 0.589 -0.379 0.0743
H -1.182 -1.870 0.235 -1.027 -1.221 0.916 0.0630
H 1.332 1.470 -0.251 0.261 0.573 -0.087 0.0621
H 0.332 -1.945 -0.769 -0.629 0.000 0.579 0.0995
```
Forces are in eV/Å.

The calculated total energy comes out at -29666.2823 eV. As for the charge: 0. For the LUMO energy, the calculation gives 0.506 eV. The relative energy (zero: lowest compared OMol25 entry of this formula, charge and spin) comes out at 0.2763 eV. The structure (SMILES) is CC(C)(Cl)C(=O)S.

[5]
Formula: C4H7ClOS
Source: OMol25
Level of theory: the ωB97M-V functional and the def2-TZVPD basis

XYZ file:
```
14
Properties=species:S:1:pos:R:3:forces:R:3:lowdin_charge:R:1
Cl 1.947 -0.616 -0.401 -0.112 0.322 0.562 0.6643
S -2.293 0.060 -0.224 0.450 0.550 0.304 0.8773
O -0.555 -1.779 0.258 -0.038 0.558 0.013 -0.0186
C 0.492 1.592 -0.876 0.570 0.705 1.404 -0.1270
C 0.668 0.875 1.592 -0.227 0.301 0.432 -0.0957
C -0.682 -0.593 0.095 0.275 -1.433 -0.195 -0.8248
C 0.528 0.374 0.156 -0.370 0.344 -1.704 -0.8429
H 1.329 2.232 -0.530 -0.235 -0.317 -0.328 0.0796
H -1.746 1.267 -0.034 -0.834 0.280 -0.172 -0.1487
H 0.674 1.417 -1.948 -0.322 -0.595 0.623 0.0833
H -0.380 2.264 -0.753 0.255 -0.567 -0.097 0.0600
H -0.178 1.599 1.804 0.892 -0.873 -0.095 0.1067
H 1.609 1.425 1.639 -0.102 0.055 0.190 0.0771
H 0.700 0.063 2.368 -0.202 0.669 -0.935 0.1094
```
Forces are in eV/Å.

The calculated total energy comes out at -29666.3542 eV. As for the charge: 0. For the LUMO energy, the calculation gives 0.508 eV. The relative energy (zero: lowest compared OMol25 entry of this formula, charge and spin) comes out at 0.2044 eV. The structure (SMILES) is CC(C)(Cl)C(=O)S.

[6]
Formula: C4H7ClP
Source: OMol25
Level of theory: the ωB97M-V functional and the def2-TZVPD basis

XYZ file:
```
13
Properties=species:S:1:pos:R:3:forces:R:3:lowdin_charge:R:1
Cl 3.180 -0.624 -0.121 -2.226 1.466 0.161 0.3001
P 1.230 0.246 0.143 0.487 -1.968 1.218 0.7281
C -0.060 -0.998 0.285 1.229 1.399 0.569 -0.3493
C 1.029 2.027 -0.221 0.428 -0.323 -0.263 -0.1778
C 0.318 -0.504 1.472 0.420 0.288 -1.913 -0.0759
C -0.865 -1.978 -0.428 -0.365 -0.415 -0.293 -0.0428
H 1.747 2.601 0.367 0.010 -0.154 0.023 0.0689
H -1.909 -1.898 -0.125 -0.034 0.006 0.011 0.1061
H 1.191 2.222 -1.282 0.021 -0.100 0.056 0.0652
H 0.139 -0.610 2.522 0.029 -0.003 0.336 0.0984
H -0.521 -2.980 -0.161 0.000 0.011 -0.003 0.1098
H -0.793 -1.862 -1.507 -0.015 0.024 0.050 0.0958
H 0.011 2.306 0.059 0.016 -0.232 0.048 0.0735
```
Forces are in eV/Å.

The calculated total energy comes out at -26064.4755 eV. As for the charge: +1. For the LUMO energy, the calculation gives -4.780 eV. The relative energy (zero: lowest compared OMol25 entry of this formula, charge and spin) comes out at 0.0000 eV.

[7]
Formula: C4H7CsO3
Source: OMol25
Level of theory: the ωB97M-V functional and the def2-TZVPD basis

XYZ file:
```
15
Properties=species:S:1:pos:R:3:forces:R:3:mulliken_spin:R:1
Cs 2.895 -2.866 3.197 -0.254 0.097 -0.292 0.0076
O 0.614 -2.127 0.564 -0.341 0.427 -0.324 0.1108
O -1.122 -1.129 -1.494 -2.243 -2.614 -3.591 0.0372
O 0.368 0.016 0.907 0.370 0.928 0.263 0.1093
C 0.087 -1.082 0.260 1.120 -1.253 1.761 0.6898
C -0.153 1.327 0.549 -0.704 -0.031 -0.191 0.0092
C 0.988 2.302 0.416 0.045 0.227 0.155 0.0095
C -1.725 -2.073 -2.083 1.020 2.877 3.099 0.0278
H -2.631 -1.831 -2.657 0.303 -0.229 -0.309 0.0099
H 1.465 2.478 1.390 0.012 -0.078 -0.307 0.0012
H -0.752 1.291 -0.367 0.280 -0.392 0.037 -0.0063
H 0.583 3.260 0.066 0.143 -0.203 0.077 -0.0002
H -0.850 1.591 1.350 0.261 0.074 -0.025 -0.0037
H 1.732 1.953 -0.312 -0.201 0.079 0.212 -0.0009
H -1.499 -3.109 -1.786 0.188 0.091 -0.565 -0.0013
```
Forces are in eV/Å.

The calculated total energy comes out at -10943.3346 eV. As for the charge: +1. For the LUMO energy (alpha / beta), the calculation gives -3.498 / -3.568 eV. The relative energy (zero: lowest compared OMol25 entry of this formula, charge and spin) comes out at 0.9948 eV. The spin multiplicity is 2.

[8]
Formula: C4H7F
Source: OMol25
Level of theory: the ωB97M-V functional and the def2-TZVPD basis

XYZ file:
```
12
Properties=species:S:1:pos:R:3:forces:R:3:lowdin_charge:R:1
F -2.419 0.005 0.020 0.947 -0.430 0.451 -0.0690
C -0.130 -0.037 0.198 2.019 0.665 1.364 -0.1358
C 2.196 0.899 -0.224 0.705 -0.484 -0.119 -0.0920
C 1.309 -0.346 0.126 -0.123 2.046 -0.343 -0.2316
C -1.185 -0.657 -0.143 -4.842 -2.417 -1.995 -0.1220
H 1.431 -1.212 -0.438 0.731 -1.201 -1.592 0.0888
H 3.248 0.571 -0.180 -0.243 0.053 0.189 0.0630
H -0.390 0.706 0.898 -0.163 1.753 0.271 0.1147
H 1.629 -0.628 1.082 0.439 -0.431 1.748 0.0889
H 2.107 1.714 0.537 -0.258 -0.676 -0.732 0.0826
H -1.522 -1.650 -0.573 1.398 1.269 0.198 0.1406
H 2.130 1.302 -1.252 -0.609 -0.147 0.559 0.0718
```
Forces are in eV/Å.

The calculated total energy comes out at -6977.3970 eV. As for the charge: 0. For the LUMO energy, the calculation gives 1.117 eV. The relative energy (zero: lowest compared OMol25 entry of this formula, charge and spin) comes out at 0.7957 eV. The structure (SMILES) is CC/C=C/F.

[9]
Formula: C4H7F
Source: OMol25
Level of theory: the ωB97M-V functional and the def2-TZVPD basis

XYZ file:
```
12
Properties=species:S:1:pos:R:3:forces:R:3:lowdin_charge:R:1
F -1.924 -1.214 -0.419 1.436 -0.649 -1.269 -0.0716
C -0.610 -0.603 -0.551 2.211 -8.875 -3.580 -0.3869
C 0.507 -1.438 -0.863 0.260 6.190 -1.010 0.0699
C 0.566 1.276 0.607 -0.213 -1.806 1.728 -0.0979
C -0.771 0.438 0.279 0.232 6.415 3.167 -0.2781
H 1.542 -0.737 -1.258 -3.219 -2.207 1.740 0.1403
H 1.033 0.364 1.123 0.526 1.788 -0.434 0.0671
H 1.177 1.447 -0.363 -1.149 0.396 1.909 0.0819
H -1.025 -0.359 1.097 -0.173 2.805 0.044 0.1814
H -1.589 1.149 -0.088 0.645 -1.272 1.035 0.1465
H 0.454 2.153 1.484 0.230 -2.254 -3.009 0.1268
H 0.640 -2.476 -1.049 -0.785 -0.532 -0.320 0.0206
```
Forces are in eV/Å.

The calculated total energy comes out at -6974.7244 eV. As for the charge: 0. For the LUMO energy, the calculation gives 0.761 eV. The relative energy (zero: lowest compared OMol25 entry of this formula, charge and spin) comes out at 3.4683 eV. The structure (SMILES) is C=C(F)CC.

[10]
Formula: C4H7F2N
Source: OMol25
Level of theory: the ωB97M-V functional and the def2-TZVPD basis

XYZ file:
```
14
Properties=species:S:1:pos:R:3:forces:R:3:lowdin_charge:R:1
F -1.239 -2.213 -0.668 0.714 -1.015 -0.505 0.0310
F -3.642 1.083 -0.179 -0.497 -1.147 0.456 -0.0669
N -0.047 -0.503 0.039 0.579 -3.119 -2.082 -0.2363
C 1.149 -1.271 -0.357 2.171 0.199 0.455 -0.0417
C -1.206 -0.980 -0.229 -3.040 1.840 1.240 -0.1506
C 0.115 0.829 0.446 -0.334 2.038 -1.221 -0.0820
C -3.173 0.783 1.009 1.595 2.041 0.302 0.0167
H 1.161 0.944 0.457 1.343 0.772 0.310 0.0663
H -0.315 1.142 1.378 -0.366 -0.393 0.446 0.0789
H -3.335 -0.231 1.352 -1.082 -1.085 -0.978 -0.0492
H 0.916 -2.266 -0.820 0.052 1.166 0.739 0.0893
H 1.895 -0.720 -1.090 -1.765 -0.729 1.546 0.1270
H -0.295 1.476 -0.360 0.275 -0.107 0.650 0.1134
H 1.628 -1.376 0.657 0.354 -0.460 -1.358 0.1041
```
Forces are in eV/Å.

The calculated total energy comes out at -11180.1868 eV. As for the charge: 0. For the LUMO energy, the calculation gives 0.510 eV. The relative energy (zero: lowest compared OMol25 entry of this formula, charge and spin) comes out at 5.7117 eV.

[11]
Formula: C4H7F2N
Source: OMol25
Level of theory: the ωB97M-V functional and the def2-TZVPD basis

XYZ file:
```
14
Properties=species:S:1:pos:R:3:forces:R:3:lowdin_charge:R:1
F 0.294 -1.290 -1.189 0.173 0.947 0.214 0.0410
F -0.062 -1.782 0.869 -0.013 1.620 -0.451 0.0138
N -0.833 0.285 0.147 -1.260 -0.366 0.704 -0.0140
C 0.186 -0.647 0.046 1.665 -1.333 1.259 -0.5202
C 1.557 0.008 0.585 -0.711 -1.839 0.285 -0.0486
C -2.222 -0.002 -0.179 -3.099 -0.752 1.133 -0.1161
C 2.446 0.705 -0.120 -1.634 0.307 -0.388 0.0106
H -2.985 0.861 0.129 2.229 -1.166 -1.240 0.1180
H -0.604 1.091 -0.369 0.821 1.238 -0.319 0.1057
H -2.325 -0.358 -1.221 -0.297 0.565 0.343 0.0767
H -2.772 -0.788 0.452 1.693 0.565 -0.635 0.0944
H 1.732 -0.337 1.669 -0.256 0.828 -1.831 0.1324
H 2.302 1.086 -1.134 -0.321 -0.664 0.070 0.0693
H 3.285 1.169 0.315 1.010 0.050 0.856 0.0371
```
Forces are in eV/Å.

The calculated total energy comes out at -11185.1515 eV. As for the charge: 0. For the LUMO energy, the calculation gives 0.933 eV. The relative energy (zero: lowest compared OMol25 entry of this formula, charge and spin) comes out at 0.7470 eV. The structure (SMILES) is C=CC(F)(F)NC.

[12]
Formula: C4H7F2NS
Source: OMol25
Level of theory: the ωB97M-V functional and the def2-TZVPD basis

XYZ file:
```
15
Properties=species:S:1:pos:R:3:forces:R:3:lowdin_charge:R:1
S 1.491 -1.727 -0.652 0.780 -0.700 -1.814 0.7099
F -2.854 0.090 -0.758 1.839 -2.357 1.310 0.0390
F -2.071 -2.047 -0.122 -0.632 2.369 -0.409 0.0808
N 1.245 1.230 -0.374 1.186 2.941 0.634 -0.1109
C -0.242 1.139 0.117 2.549 7.878 0.327 -0.2423
C 0.399 -1.334 0.621 -0.702 3.624 3.657 -0.5949
C -0.584 -0.182 0.127 -4.367 -7.718 -0.189 -0.3088
C -1.828 -0.705 -0.191 1.639 1.604 -0.572 -0.1931
H 1.462 -0.366 -0.966 0.792 -1.314 0.191 -0.1263
H -0.938 1.999 -0.452 1.547 -2.752 1.408 0.1783
H 1.247 1.385 -1.405 0.104 0.414 1.190 0.0709
H 1.009 -0.927 1.538 -0.895 -0.110 -1.663 0.1044
H 2.025 1.991 0.130 -3.638 -2.745 -1.905 0.1879
H -0.196 -2.036 1.186 0.001 -0.949 -0.875 0.0675
H -0.166 1.491 1.203 -0.203 -0.185 -1.291 0.1377
```
Forces are in eV/Å.

The calculated total energy comes out at -22018.1465 eV. As for the charge: 0. For the LUMO energy, the calculation gives 0.412 eV. The relative energy (zero: lowest compared OMol25 entry of this formula, charge and spin) comes out at 3.9709 eV. The structure (SMILES) is NCC(CS)=C(F)F.